Entry 1:
Density functional theory data (ωB97M-V/def2-TZVPD) for a cluster of 2 separate species, C8H8N4O4 in total at a distorted geometry.

Geometry as XYZ:
```
24
Properties=species:S:1:pos:R:3:forces:R:3
O -4.39273 2.12828 -0.80644 2.958 -3.594 2.044
O 3.23279 2.79052 -0.16195 1.688 -1.548 -2.163
O 4.59832 -1.44731 -1.43492 1.024 -0.908 0.216
O -0.90329 -0.31347 1.04585 -1.181 -0.293 -1.860
N -4.66471 -0.12551 -0.37224 -0.712 1.089 -5.708
N 4.24372 0.65213 -0.78647 -1.370 1.817 1.267
N 2.56343 1.04729 0.85636 -2.536 -1.699 0.882
N -2.71624 0.92194 0.32291 3.078 -2.767 0.341
C -3.82656 1.06717 -0.32745 -6.596 2.967 -2.607
C 3.37672 1.55526 -0.11782 -0.552 2.734 0.972
C 2.51810 -0.31374 1.17183 1.154 1.832 -0.636
C 4.17319 -0.74131 -0.55507 -1.346 1.270 -2.296
C -1.94805 -0.35226 0.40246 -1.293 1.037 3.199
C -3.95369 -1.35797 -0.57063 -2.874 0.491 1.272
C 3.31201 -1.16781 0.51135 0.238 -0.722 1.256
C -2.79974 -1.50814 0.05331 1.983 1.095 -0.879
H 3.44131 -2.21543 0.73098 -0.424 -0.050 0.269
H -2.17784 1.69430 0.58521 0.786 1.523 0.176
H 1.67620 1.62775 1.11653 2.799 -1.208 -0.727
H -2.42249 -2.47359 0.14847 1.004 -1.294 0.083
H -4.53321 -2.26626 -0.90204 0.507 1.368 0.251
H -5.37966 0.20497 -1.29911 2.425 -1.566 3.702
H 1.94384 -0.38944 2.05711 -0.759 -1.305 0.447
H 4.63858 0.98260 -1.66824 0.003 -0.271 0.499
```
Forces are in eV/Å.

Its total charge is 0. The calculation puts the relative energy (zero: lowest compared OMol25 entry of this formula, charge and spin) at 3.682 eV. The calculation puts the LUMO energy at -0.4 eV. The max |F| comes out at 7.7 eV Å⁻¹. As for the spin multiplicity: 1. Its SMILES is O=c1cc[nH]c(=O)[nH]1.O=c1cc[nH]c(=O)[nH]1. The HOMO energy comes out at -9.3 eV.



Entry 2:
Density functional theory data (ωB97M-V/def2-TZVPD) for a cluster of 9 separate species, C32H46F16O16 in total at a distorted geometry.

Geometry as XYZ:
```
110
Properties=species:S:1:pos:R:3:forces:R:3
F 3.27376 4.35934 -7.30511 0.622 0.490 -0.263
F 1.99711 -4.97688 -4.56264 0.221 -0.593 -0.501
F -5.40630 -1.29458 2.19506 0.070 -0.134 0.759
F -5.80518 0.84953 2.17498 0.158 -0.309 0.146
F -3.77215 0.15729 2.39297 0.079 -0.263 0.190
F 1.85315 7.94090 3.26476 0.619 -0.044 0.179
F -0.18755 7.46683 3.51750 -0.502 -0.141 0.541
F 1.00895 -2.33318 -1.28599 -1.079 0.386 0.498
F 0.65911 -4.89451 -2.89468 -0.484 -0.522 -0.469
F -1.19360 -2.47112 -1.05436 0.194 -0.337 -0.425
F -0.25908 -0.89845 -2.19542 -0.404 1.217 -2.076
F -1.48835 -6.97747 2.90859 -0.118 -0.006 -0.442
F 1.13821 7.51584 5.26517 -0.230 -0.097 -0.097
F 0.66086 -3.33499 -4.34895 -0.459 0.222 -0.372
F 2.90763 2.23395 -7.45936 0.161 -0.394 -0.491
F 1.28898 3.65627 -7.64553 -0.116 -0.200 0.277
O -1.21703 -5.96444 -4.36953 -0.358 0.265 -0.247
O 3.36198 3.07382 -4.82670 -3.007 0.490 -1.827
O -3.62373 -0.17312 -0.17800 1.481 0.185 0.000
O 3.99975 -3.45908 -0.18475 -0.685 0.312 0.227
O 2.12531 5.22327 4.64710 -0.247 -0.427 -0.292
O -0.03014 -1.25249 1.29313 0.019 0.452 -2.104
O -1.53217 -3.88955 3.15631 -0.841 0.313 -0.274
O -1.74224 -5.26632 1.40828 -0.121 -0.427 -0.004
O -5.85766 -0.13722 -0.52031 2.701 -0.207 2.781
O 1.02855 -2.49711 4.19435 -0.232 0.242 0.266
O 0.96444 5.12328 2.70063 0.139 0.448 1.019
O -0.29584 -5.26992 -6.37087 -0.044 -0.232 4.571
O 1.28398 4.72825 -0.79362 0.235 0.376 0.127
O -0.50507 0.48849 -0.09341 0.110 -0.887 -0.613
O 1.11237 3.45794 -5.11176 -0.620 0.081 -0.028
O -2.99850 -3.41790 1.51598 -2.173 1.821 -1.122
C 3.11730 -3.53849 0.65257 0.995 -1.281 -0.666
C 0.82728 2.06727 1.20540 0.160 -0.490 -1.618
C -4.86165 -0.16180 0.23325 -2.743 0.615 -2.096
C -3.69102 1.28460 -2.19625 -0.633 -0.781 -0.333
C 1.02566 7.17424 3.99025 -0.173 0.340 -0.949
C -0.93442 5.31208 -0.31256 -0.145 1.566 1.196
C 1.04719 6.93443 0.12126 0.023 -0.360 -0.310
C 0.86756 3.43257 -3.70221 -0.752 0.467 0.796
C 2.49498 3.84397 4.49431 0.417 -0.750 -0.036
C -4.93854 -0.11519 1.82610 -0.693 0.290 -2.197
C 2.43095 3.38666 -7.00409 0.072 -0.081 -0.826
C -0.15729 -1.63463 -1.15875 1.128 -0.949 2.682
C 3.25246 3.39606 5.71110 0.627 -0.687 -0.495
C 0.63441 -1.34738 4.23170 -0.423 -1.215 -0.132
C 0.54163 5.58856 -0.36513 -0.289 -0.463 -0.510
C 2.34151 3.27332 -5.51044 2.560 -0.284 2.646
C -2.20651 -4.11216 1.98122 2.781 -1.724 1.708
C -2.03981 -7.81960 -5.83168 0.867 0.289 0.867
C -2.35061 -6.49668 -5.06554 -1.002 -1.422 -1.818
C 1.59415 -0.22841 4.11427 0.843 0.921 0.236
C 1.33667 5.68803 3.70302 0.148 -0.009 -0.578
C 3.27369 -2.84921 1.97085 -0.369 0.307 -0.621
C -0.83862 -1.00911 4.37189 -0.167 -0.205 0.477
C -0.54499 1.41095 0.97734 1.093 1.544 1.493
C -3.34468 -0.08646 -1.60326 -0.816 0.418 -0.834
C -0.32139 -5.35811 -5.11756 0.504 0.424 -3.545
C -0.51600 -4.82979 3.33076 0.331 -2.281 -0.829
C 0.55708 2.04560 -3.21949 0.213 -0.666 0.646
C 0.76264 -4.66341 -4.21898 0.242 0.682 0.575
C -0.19059 -0.78789 0.17587 0.068 0.138 1.526
C -0.86300 -5.93853 2.26151 0.406 1.302 1.107
C 1.99817 -4.55121 0.45776 -0.095 0.743 0.071
H -0.38321 1.71952 -3.68169 0.464 -0.370 -0.090
H 1.12248 2.59628 0.28351 -0.076 -0.062 0.365
H 1.39174 1.31410 -3.26891 -0.520 0.456 -0.777
H -2.29048 -0.17885 -1.83047 0.108 -0.369 1.025
H 1.18155 -4.32714 1.12634 -0.476 0.197 0.028
H -1.24109 4.38106 -0.75508 0.052 -0.359 0.019
H 0.77203 7.68626 -0.65044 0.471 -0.333 0.453
H -3.84745 -0.93090 -2.07599 -0.211 0.238 -0.089
H 4.25546 3.80642 5.64071 0.185 -0.030 0.333
H 3.21222 -3.54227 2.79028 0.341 -0.557 0.358
H -1.44132 -1.87583 4.72041 0.590 0.589 -0.313
H 0.44917 -4.41666 3.15522 0.572 0.614 -0.342
H 3.08534 3.66816 3.58949 0.221 0.598 0.076
H -2.80006 -5.81986 -5.81045 0.808 0.365 0.337
H 1.58592 1.29286 1.35751 -0.032 0.165 0.313
H -1.53342 6.14828 -0.68635 0.182 -0.063 -0.418
H 0.01641 4.10288 -3.47043 0.174 -0.419 -0.718
H 0.60416 7.24617 1.07199 -0.076 -0.162 -0.283
H -1.14141 5.41865 0.76811 -0.232 -0.716 -0.179
H 1.65989 -4.60373 -0.57748 0.146 0.019 0.172
H -1.22891 2.24474 0.78260 -0.304 -0.709 -0.452
H 0.38111 2.03522 -2.14500 -0.256 0.498 0.166
H -0.44256 -5.30039 4.31648 -0.689 0.341 -0.015
H -0.80126 0.94588 1.91629 -0.588 -0.491 0.015
H -4.75258 1.52017 -2.18460 -0.095 -0.241 -0.085
H 2.12682 6.78779 0.25264 -0.245 0.547 -0.209
H -1.21272 -0.69118 3.39756 0.002 -0.129 -0.036
H -3.17967 -6.67192 -4.38064 0.616 0.013 0.619
H 1.65421 3.20188 4.30757 -1.012 0.149 0.227
H 2.82930 3.63563 6.67737 -0.362 0.213 -0.010
H 2.37474 -5.51298 0.76637 0.347 -0.462 0.015
H 1.68340 0.23808 5.11183 -0.275 0.170 -0.380
H 0.80138 2.80576 1.99678 -0.053 -0.062 0.260
H 2.62247 -0.53230 3.85774 -0.598 -0.200 -0.090
H 1.67437 3.92448 -3.21760 1.014 -0.055 0.521
H -0.01929 -6.32629 1.68377 -0.270 -0.038 0.143
H 1.22288 0.48982 3.37337 0.123 0.083 0.343
H 4.22582 -2.33135 1.89565 -0.095 0.209 0.471
H -3.21594 2.04622 -1.60941 0.589 0.477 0.147
H -1.53976 -8.55359 -5.17135 -0.409 0.314 -0.150
H -2.96827 -8.24066 -6.18638 -0.321 -0.134 -0.035
H -1.37360 -7.69453 -6.69162 -0.206 0.338 0.191
H -0.97906 -0.15951 5.05106 0.060 -0.127 -0.038
H -3.33390 1.29705 -3.24457 -0.098 0.148 0.580
H 2.41622 -2.21692 2.17725 0.012 0.459 -0.202
H 3.32309 2.29649 5.63224 0.151 0.410 0.164
```
Forces are in eV/Å.

Its total charge is 0. The calculation puts the relative energy (zero: lowest compared OMol25 entry of this formula, charge and spin) at 0.000 eV. The calculation puts the LUMO energy at 0.1 eV. The max |F| comes out at 4.6 eV Å⁻¹. As for the spin multiplicity: 1. Its SMILES is O=C1OC[C@@H](F)O1.CCOC(=O)C(F)(F)F.CCOC(=O)C(F)(F)F.CCOC(=O)C(F)(F)F.CCOC(=O)C(F)(F)F.CCOC(=O)C(F)(F)F.CC(C)=O.CC(C)=O.CC(C)=O. The HOMO energy comes out at -9.4 eV.



Entry 3:
Density functional theory data (ωB97M-V/def2-TZVPD) for a structure of composition C5H12NO at a distorted geometry.

Geometry as XYZ:
```
19
Properties=species:S:1:pos:R:3:forces:R:3
O -2.70411 -1.17931 0.49408 -0.018 -0.206 0.329
N 1.66057 0.30265 -1.25130 -0.035 -1.780 2.126
C -2.51278 -0.08774 -0.26578 -1.296 -3.475 -2.123
C -1.02351 -0.09870 -0.90263 -4.146 2.119 0.019
C 1.24522 -0.14991 -0.05694 -0.551 1.293 -2.685
C -0.09445 -0.77036 -0.01229 -0.424 0.000 2.515
C 2.01619 -0.47315 1.11080 1.090 -0.283 0.039
H -1.07120 -0.38662 -1.92147 0.004 -1.481 -0.747
H 1.29026 2.51603 0.81052 -0.744 -0.505 0.489
H -3.32046 -0.09644 -1.20664 1.496 0.209 0.789
H -2.91143 0.75961 0.24364 0.701 1.955 0.625
H -0.90936 0.94095 -1.12637 1.192 1.212 0.621
H 1.50197 -0.85432 2.07457 0.936 0.741 -1.893
H 3.04640 0.03960 1.15712 -1.517 -1.361 -0.049
H 1.63982 1.27073 -1.31021 0.661 2.110 -0.361
H -0.43317 -0.67917 1.10178 -0.011 -0.669 -2.079
H 0.73304 2.10080 1.14901 0.695 0.647 -0.417
H 0.00162 -1.82251 -0.29025 -0.324 -0.098 0.332
H 1.84540 -1.33216 0.20236 2.290 -0.429 2.468
```
Forces are in eV/Å.

Its total charge is -1. The calculation puts the relative energy (zero: lowest compared OMol25 entry of this formula, charge and spin) at 6.367 eV. The calculation puts the LUMO energy at 3.6 eV. The max |F| comes out at 4.7 eV Å⁻¹. As for the spin multiplicity: 1. The HOMO energy comes out at -2.0 eV.



Entry 4:
Density functional theory data (ωB97M-V/def2-TZVPD) for the molecule C7H8O4 at a distorted geometry.

Geometry as XYZ:
```
19
Properties=species:S:1:pos:R:3:forces:R:3
O -0.16565 -1.50815 0.00815 2.379 0.202 0.416
O -2.02826 2.00512 0.08835 -0.960 -0.477 -0.412
O -3.50498 -0.27551 -0.19021 0.920 3.596 0.485
O 2.79289 0.42125 -0.30609 -3.148 1.417 -3.989
C 2.08989 -0.59183 0.30424 -3.131 -2.065 -5.978
C -2.12947 -0.37694 -0.06270 -4.138 3.726 -0.819
C -1.44711 0.92913 0.01767 0.807 -0.203 0.709
C -0.02813 0.81692 0.17000 -5.621 -7.154 -1.466
C 0.55207 -0.36328 0.18749 1.071 -2.215 -0.720
C -1.51374 -1.49928 -0.06925 4.437 3.814 0.098
C 4.10168 0.40522 -0.19834 4.969 -1.123 3.166
H 4.60452 1.24645 -0.79813 -0.883 -1.121 1.413
H -1.79643 -2.39810 0.01123 -2.961 -6.536 0.136
H 4.69811 -0.55997 -0.38076 -1.260 0.749 -0.977
H 2.42876 -0.39819 1.16305 1.699 -0.200 8.116
H -3.60112 0.81012 -0.14242 0.053 -3.393 -0.129
H 2.35867 -1.61656 -0.08190 -0.285 0.864 0.399
H 0.48921 1.54216 0.33026 5.830 8.733 1.621
H 4.31523 0.31276 1.00232 0.225 1.385 -2.069
```
Forces are in eV/Å.

Its total charge is 0. The calculation puts the relative energy (zero: lowest compared OMol25 entry of this formula, charge and spin) at 4.770 eV. The calculation puts the LUMO energy at 0.5 eV. The max |F| comes out at 10.6 eV Å⁻¹. As for the spin multiplicity: 1. Its SMILES is COCc1cc(=O)c(O)co1. The HOMO energy comes out at -9.2 eV.